{
  "formula": "H8O4",
  "method": "wB97M-V/def2-TZVPD",
  "e_tot_ev": -8318.646,
  "spin_multiplicity": 1,
  "de_lowest_kj_mol": 195.9,
  "total_charge": 0,
  "largest_force_ha_per_bohr": 0.1227,
  "lumo_energy_ev": 0.37,
  "smiles": "O.O.O.O",
  "species": ["O", "O", "O", "O", "H", "H", "H", "H", "H", "H", "H", "H"],
  "positions_angstrom": [[-0.83431, 2.04621, 0.64641], [-0.00629, -1.24829, -2.35776], [0.48731, 0.28687, -0.44934], [0.27426, -1.63267, 1.44953], [0.30054, -0.70993, -1.72119], [0.59691, 0.76849, 0.38919], [-1.14754, 2.42723, 1.45163], [0.20797, -0.92803, 2.03555], [-1.64246, 2.14989, 0.08117], [-0.61594, -0.77042, -2.94898], [1.13811, -1.97122, 1.77987], [1.24144, -0.41812, -0.35606]],
  "forces_ev_per_a": [[-1.51, 0.50, -0.96], [-2.04, -3.64, -4.74], [3.42, -1.38, 1.08], [1.83, -2.40, -0.50], [0.82, 3.20, 2.89], [-0.51, 0.00, -0.72], [-0.10, 0.49, 1.10], [-0.96, 2.36, 1.52], [1.28, -0.43, 0.36], [0.66, -0.17, 0.76], [-0.80, -0.35, -0.64], [-2.10, 1.81, -0.15]],
  "nbo_charge": [-0.94, -0.95, -0.96, -0.91, 0.47, 0.50, 0.47, 0.45, 0.48, 0.46, 0.46, 0.47]
}



{
  "formula": "H8O4",
  "method": "wB97M-V/def2-TZVPD",
  "e_tot_ev": -8319.656,
  "spin_multiplicity": 1,
  "de_lowest_kj_mol": 98.4,
  "total_charge": 0,
  "largest_force_ha_per_bohr": 0.0072,
  "lumo_energy_ev": 0.37,
  "smiles": "O.O.O.O",
  "species": ["O", "O", "O", "O", "H", "H", "H", "H", "H", "H", "H", "H"],
  "positions_angstrom": [[0.06017, -1.88635, -3.40491], [-0.10628, 2.05503, -0.12411], [-1.93569, -1.69226, -0.05937], [2.08349, 1.26845, 3.56569], [1.56470, 1.10844, 2.77736], [-0.52232, -1.77596, -2.65341], [-0.15498, -2.75285, -3.75006], [0.37280, 1.88965, -0.93613], [1.76090, 2.10557, 3.89945], [-1.71141, -2.35462, 0.59425], [-0.08176, 3.00628, -0.02048], [-1.32962, -0.97139, 0.11171]],
  "forces_ev_per_a": [[0.22, 0.18, -0.10], [-0.07, -0.24, 0.22], [-0.09, -0.06, -0.30], [0.17, -0.13, 0.11], [-0.14, -0.05, -0.26], [-0.24, 0.02, 0.28], [-0.04, -0.20, -0.10], [0.14, -0.08, -0.25], [-0.06, 0.20, 0.12], [0.03, -0.21, 0.16], [-0.05, 0.24, 0.05], [0.12, 0.33, 0.08]],
  "nbo_charge": [-0.94, -0.95, -0.94, -0.94, 0.47, 0.48, 0.47, 0.47, 0.47, 0.47, 0.47, 0.47]
}



{
  "formula": "H8O4",
  "method": "wB97M-V/def2-TZVPD",
  "e_tot_ev": -8320.003,
  "spin_multiplicity": 1,
  "de_lowest_kj_mol": 65.0,
  "total_charge": 0,
  "largest_force_ha_per_bohr": 0.0042,
  "lumo_energy_ev": 0.15,
  "smiles": "O.O.O.O",
  "species": ["O", "O", "O", "O", "H", "H", "H", "H", "H", "H", "H", "H"],
  "positions_angstrom": [[0.51314, -0.98567, -0.77526], [2.05693, 2.39143, 0.84248], [-0.71582, 1.00043, 0.90370], [-1.41857, -3.15853, -0.93515], [-0.75676, -2.45479, -0.82643], [0.23469, -0.19156, -0.29383], [-1.62900, -3.15206, -1.87313], [-1.21559, 0.54020, 1.58829], [-1.20741, 1.81065, 0.72702], [1.69084, 3.12134, 1.35107], [1.11874, -0.68464, -1.45985], [1.32881, 1.76321, 0.75111]],
  "forces_ev_per_a": [[0.08, 0.13, 0.00], [-0.06, -0.03, -0.12], [-0.04, 0.18, 0.09], [0.05, 0.09, 0.05], [-0.05, -0.09, -0.11], [-0.11, -0.13, -0.09], [0.01, 0.01, 0.04], [0.09, -0.03, -0.06], [0.00, -0.10, -0.05], [0.02, -0.05, 0.00], [-0.02, -0.05, 0.06], [0.04, 0.09, 0.20]],
  "nbo_charge": [-0.97, -0.95, -0.97, -0.97, 0.49, 0.50, 0.46, 0.50, 0.49, 0.46, 0.48, 0.48]
}



{
  "formula": "H8O4",
  "method": "wB97M-V/def2-TZVPD",
  "e_tot_ev": -8319.937,
  "spin_multiplicity": 1,
  "de_lowest_kj_mol": 71.3,
  "total_charge": 0,
  "largest_force_ha_per_bohr": 0.0358,
  "lumo_energy_ev": 0.47,
  "smiles": "O.O.O.O",
  "species": ["O", "O", "O", "O", "H", "H", "H", "H", "H", "H", "H", "H"],
  "positions_angstrom": [[11.29873, -19.94567, 11.14394], [11.79586, -16.40413, 15.39101], [10.04103, -16.84474, 12.36773], [11.09506, -18.97536, 13.86007], [11.41509, -19.48993, 13.10254], [11.92775, -19.25720, 10.98608], [10.42468, -19.48293, 11.05024], [11.49643, -16.42141, 16.29326], [10.42851, -16.06690, 12.80119], [9.18961, -16.98809, 12.73227], [10.57665, -18.32615, 13.38431], [11.54331, -17.26529, 15.08474]],
  "forces_ev_per_a": [[-1.84, 0.05, 0.08], [0.08, 0.71, -0.14], [1.36, 0.31, -0.63], [0.18, -0.36, 0.07], [0.14, -0.32, 0.32], [0.72, 0.70, -0.30], [1.20, -0.69, 0.07], [-0.09, 0.26, 0.66], [-0.26, -0.33, 0.00], [-1.36, 0.18, 0.59], [-0.18, 0.59, -0.07], [0.04, -1.11, -0.65]],
  "nbo_charge": [-0.94, -0.95, -0.96, -0.99, 0.49, 0.47, 0.48, 0.46, 0.50, 0.48, 0.47, 0.49]
}



{
  "formula": "H8O4",
  "method": "wB97M-V/def2-TZVPD",
  "e_tot_ev": -8319.652,
  "spin_multiplicity": 1,
  "de_lowest_kj_mol": 98.8,
  "total_charge": 0,
  "largest_force_ha_per_bohr": 0.0312,
  "lumo_energy_ev": 0.20,
  "smiles": "O.O.O.O",
  "species": ["O", "O", "O", "O", "H", "H", "H", "H", "H", "H", "H", "H"],
  "positions_angstrom": [[-0.31658, 2.44675, -0.50867], [-2.05258, -0.78625, -1.00667], [-0.21458, 0.08075, 1.09233], [1.77742, -1.42525, 0.25333], [0.46342, -0.49725, 0.74633], [0.24042, 2.38575, 0.24933], [-0.05358, -0.22425, 1.97633], [-2.78858, -0.16125, -1.11767], [1.71642, -1.74525, -0.65667], [-0.05758, 1.77875, -1.13767], [2.68642, -1.40325, 0.49033], [-1.40058, -0.44925, -0.38067]],
  "forces_ev_per_a": [[-0.92, 0.94, -0.87], [-0.36, -0.28, -0.64], [-0.13, 0.13, 0.19], [-0.94, -0.40, -0.67], [0.73, -0.19, -1.28], [0.56, -0.48, 0.69], [-0.76, 0.26, 1.39], [0.78, -0.15, 0.40], [0.12, 0.01, 0.23], [0.23, -0.34, 0.02], [1.19, 0.02, 0.20], [-0.50, 0.47, 0.34]],
  "nbo_charge": [-0.94, -0.98, -0.97, -0.95, 0.48, 0.48, 0.47, 0.48, 0.49, 0.47, 0.49, 0.49]
}



{
  "formula": "H8O4",
  "method": "wB97M-V/def2-TZVPD",
  "e_tot_ev": -8319.651,
  "spin_multiplicity": 1,
  "de_lowest_kj_mol": 98.9,
  "total_charge": 0,
  "largest_force_ha_per_bohr": 0.0387,
  "lumo_energy_ev": 0.20,
  "smiles": "O.O.O.O",
  "species": ["O", "O", "O", "O", "H", "H", "H", "H", "H", "H", "H", "H"],
  "positions_angstrom": [[29.61300, 25.96200, -16.12700], [29.40000, 23.78700, -17.91000], [27.83200, 27.15400, -14.34700], [26.39200, 24.35500, -14.79600], [27.30500, 24.47700, -14.50500], [29.01200, 23.19800, -17.22700], [29.60700, 24.53900, -17.38300], [27.05300, 27.70400, -14.21100], [30.41800, 25.84500, -15.62200], [26.01400, 23.66000, -14.30100], [29.04700, 26.37900, -15.49900], [27.71200, 26.55200, -13.64200]],
  "forces_ev_per_a": [[0.97, -0.64, -0.47], [-0.60, -1.89, 0.19], [-0.18, 1.01, -0.45], [0.73, 1.45, -0.83], [-0.28, -0.29, -0.14], [0.26, 0.35, -0.88], [0.20, 1.43, 0.56], [0.04, 0.32, -0.56], [0.46, -0.07, -0.10], [-0.44, -1.24, 0.92], [-1.24, 0.83, 0.53], [0.08, -1.28, 1.23]],
  "nbo_charge": [-0.96, -0.95, -0.94, -0.93, 0.47, 0.45, 0.48, 0.49, 0.46, 0.47, 0.49, 0.47]
}



{
  "formula": "H8O4",
  "method": "wB97M-V/def2-TZVPD",
  "e_tot_ev": -8307.718,
  "spin_multiplicity": 2,
  "de_lowest_kj_mol": 169.2,
  "total_charge": 1,
  "largest_force_ha_per_bohr": 0.0189,
  "lumo_energy_ev": [-3.53, -12.18],
  "species": ["O", "O", "O", "O", "H", "H", "H", "H", "H", "H", "H", "H"],
  "positions_angstrom": [[0.01825, -0.48129, 0.68997], [1.66153, -3.32022, -0.11336], [2.19172, 5.33681, -0.69764], [-2.98433, -2.03713, -0.31603], [1.26892, 5.42969, -0.98301], [2.15019, 5.20806, 0.26788], [-3.93874, -2.02048, -0.17043], [2.33043, -2.59328, -0.02675], [0.13515, -0.82855, 1.58100], [0.79943, -2.84798, -0.04772], [-0.83314, -0.73727, 0.31061], [-2.79940, -1.10835, -0.49453]],
  "forces_ev_per_a": [[0.74, -0.22, -0.60], [0.13, 0.76, 0.32], [-0.11, -0.14, 0.29], [0.12, 0.43, 0.10], [0.04, 0.05, -0.05], [0.07, 0.08, -0.24], [0.04, -0.29, 0.05], [-0.15, -0.43, -0.18], [-0.62, 0.03, 0.12], [-0.06, -0.08, -0.23], [-0.05, -0.17, 0.62], [-0.15, -0.01, -0.22]],
  "nbo_charge": [-0.87, -0.44, -0.68, -0.94, 0.49, 0.49, 0.49, 0.51, 0.49, 0.51, 0.49, 0.45]
}



{
  "formula": "H8O4Rb",
  "method": "wB97M-V/def2-TZVPD",
  "e_tot_ev": -8970.277,
  "spin_multiplicity": 1,
  "de_lowest_kj_mol": 88.9,
  "total_charge": 1,
  "largest_force_ha_per_bohr": 0.0440,
  "lumo_energy_ev": -3.77,
  "species": ["Rb", "O", "O", "O", "O", "H", "H", "H", "H", "H", "H", "H", "H"],
  "positions_angstrom": [[0.44569, 0.80562, -1.33892], [-1.97331, 2.17862, -0.50892], [2.20569, -1.03538, 0.33308], [0.26469, 1.28262, 1.58708], [-0.61731, -1.87038, -0.69492], [-1.30431, -1.89838, -1.33692], [0.16169, 0.46462, 2.07208], [-0.07031, -2.64238, -0.71992], [-2.09231, 1.37762, -0.01192], [-0.19131, 1.97562, 2.07208], [-2.21431, 1.83662, -1.36992], [3.13369, -1.13438, 0.53108], [2.25169, -1.34038, -0.61392]],
  "forces_ev_per_a": [[0.40, 0.19, 0.39], [0.38, -0.15, -0.57], [-0.14, -0.42, -2.22], [0.00, 0.15, -0.68], [0.57, 1.65, 0.88], [-0.76, -0.79, -0.79], [0.00, -0.16, 0.36], [0.09, -0.88, -0.20], [-0.19, -0.41, 1.24], [-0.02, -0.05, 0.18], [-0.57, 0.58, -0.68], [0.63, 0.13, 0.79], [-0.37, 0.16, 1.31]],
  "nbo_charge": [0.99, -0.92, -0.94, -0.98, -0.98, 0.48, 0.49, 0.50, 0.47, 0.49, 0.46, 0.49, 0.45]
}



{
  "formula": "H8SSi3",
  "method": "wB97M-V/def2-TZVPD",
  "e_tot_ev": -34595.056,
  "spin_multiplicity": 1,
  "de_lowest_kj_mol": 162.3,
  "total_charge": 0,
  "largest_force_ha_per_bohr": 0.0341,
  "lumo_energy_ev": -0.99,
  "species": ["S", "Si", "Si", "Si", "H", "H", "H", "H", "H", "H", "H", "H"],
  "positions_angstrom": [[1.93439, -2.69330, 1.76716], [0.78208, -1.32847, 0.43652], [-3.74046, 3.09136, -0.86212], [3.50947, -2.88809, 0.37778], [4.73469, -2.32309, 1.14791], [-4.91645, 2.06570, -0.90442], [3.58451, -4.34356, -0.10795], [-3.07593, 3.45248, -2.17759], [-2.71369, 2.47231, -0.03055], [-4.09389, 4.35025, -0.31677], [1.01973, -0.13334, 1.30927], [2.97556, -1.72223, -0.63923]],
  "forces_ev_per_a": [[-0.56, -0.06, 0.42], [0.53, -0.56, -0.08], [-0.06, -1.41, -1.04], [-0.33, 1.21, -0.04], [-0.75, -0.66, -0.99], [0.90, 1.03, -0.22], [0.25, 1.15, 0.00], [-0.52, -0.47, 0.38], [0.25, -0.12, 0.24], [-0.58, 0.97, 0.63], [-0.06, 0.33, 0.21], [0.93, -1.40, 0.49]],
  "nbo_charge": [-0.74, 0.72, 0.60, 0.72, -0.11, -0.13, -0.12, -0.15, -0.16, -0.16, -0.29, -0.17]
}



{
  "formula": "H8Si4",
  "method": "wB97M-V/def2-TZVPD",
  "e_tot_ev": -31635.341,
  "spin_multiplicity": 1,
  "de_lowest_kj_mol": 77.2,
  "total_charge": 0,
  "largest_force_ha_per_bohr": 0.0785,
  "lumo_energy_ev": -1.82,
  "species": ["Si", "Si", "Si", "Si", "H", "H", "H", "H", "H", "H", "H", "H"],
  "positions_angstrom": [[1.01414, -0.89096, -0.84175], [-2.85151, 0.35475, -0.02990], [2.27823, 0.44329, 0.55386], [-0.94974, -0.98562, 0.42367], [-3.76580, -0.73885, -0.34322], [1.44102, -0.37562, -2.32831], [1.51201, 0.59054, 1.86631], [-3.65332, 0.86375, 1.17162], [-3.01037, 1.47051, -1.05479], [1.80093, -2.30622, -0.86515], [3.67351, -0.20489, 1.08124], [2.51088, 1.77932, 0.36641]],
  "forces_ev_per_a": [[1.68, -0.79, -2.64], [-0.60, 1.37, 0.00], [1.06, -2.61, 2.89], [-0.07, -0.32, 0.66], [-0.12, -0.59, -0.52], [-0.87, -0.42, 1.58], [0.06, -0.33, -0.41], [0.94, -0.18, -0.26], [0.25, -0.61, 0.33], [-1.13, 1.46, 0.32], [-1.63, 0.62, -0.87], [0.43, 2.39, -1.08]],
  "nbo_charge": [-0.06, 0.22, 0.39, 0.33, -0.12, -0.09, -0.14, -0.10, -0.12, -0.07, -0.10, -0.14]
}